Density functional theory data (the ωB97M-V functional and the def2-TZVPD basis) for 2 unconnected molecules or ions with the total composition C25H26N.

Each line ends with the Löwdin charge.
Element x y z (Å)
C  0.1323  0.1302  -1.0173  0.024
C  1.3970  -0.5764  -0.9431  -0.186
C  2.6608  0.0450  -0.8163  -0.012
C  3.8448  -0.6841  -0.8140  -0.053
C  3.8286  -2.0757  -0.9295  -0.039
C  2.5899  -2.7273  -0.9617  -0.053
C  1.4024  -2.0036  -0.9206  -0.010
C  -1.0879  -0.5635  -1.0958  -0.060
C  -2.3391  0.0228  -0.9438  0.029
C  -3.5668  -0.6963  -1.0900  -0.212
C  -4.7948  0.0191  -1.1715  -0.014
C  -5.9975  -0.6505  -1.3780  -0.061
C  -6.0245  -2.0444  -1.4939  -0.045
C  -4.8329  -2.7820  -1.3720  -0.056
C  -3.6204  -2.1265  -1.1678  -0.008
H  0.0997  1.1883  -1.3896  0.093
H  2.6943  1.1334  -0.6772  0.098
H  4.7972  -0.1581  -0.7223  0.116
H  4.7522  -2.6413  -0.9765  0.115
H  2.5398  -3.8088  -1.0145  0.112
H  0.4469  -2.5410  -0.8666  0.110
H  -1.0914  -1.6246  -1.3707  0.097
H  -2.3807  1.0893  -0.7338  0.130
H  -4.7517  1.1052  -1.0976  0.117
H  -6.9192  -0.0683  -1.4669  0.116
H  -6.9597  -2.5615  -1.6784  0.113
H  -4.8448  -3.8695  -1.4504  0.114
H  -2.6981  -2.7137  -1.0768  0.109
C  1.3755  3.1433  -1.7065  -0.026
C  0.9023  3.0346  -0.2709  -0.346
C  0.9051  4.3444  0.5013  -0.023
N  0.6401  1.8989  0.2912  0.037
C  0.6246  1.8402  1.7636  -0.150
C  1.0797  0.4962  2.2808  -0.238
C  2.3945  0.3841  2.7409  -0.040
C  2.8927  -0.8724  3.0924  -0.069
C  2.0707  -1.9953  2.9916  -0.078
C  0.7347  -1.8660  2.5862  -0.073
C  0.2294  -0.6036  2.2553  -0.055
H  1.0812  4.1196  -2.1186  0.088
H  2.4829  3.1111  -1.7364  0.106
H  0.9934  2.3682  -2.3883  0.082
H  0.8160  5.1918  -0.1861  0.083
H  0.0597  4.3691  1.2191  0.097
H  1.8733  4.4232  1.0338  0.106
H  1.2882  2.6009  2.2457  0.119
H  -0.3977  2.0556  2.1258  0.135
H  3.0153  1.2838  2.7764  0.117
H  3.9293  -0.9539  3.4448  0.114
H  2.4633  -2.9742  3.2464  0.106
H  0.0795  -2.7423  2.5213  0.111
H  -0.8100  -0.4737  1.9265  0.114

For the frontier orbital gap, the calculation gives 6.76 eV. The value obtained for the LUMO energy is -4.86 eV. The relative energy (zero: lowest compared OMol25 entry of this formula, charge and spin) is 47.6 kcal per mole. As for the charge: +1.

Density functional theory data (the ωB97M-V functional and the def2-TZVPD basis) for a molecular structure, C2H4N2OS2.

Each line ends with the Löwdin charge.
Element x y z (Å)
C  0.4536  -0.0815  -0.4957  -0.786
C  1.9131  -0.1867  -0.6364  -0.116
N  -0.4536  -0.5538  -1.1512  0.001
N  -1.5336  0.6329  1.2586  -0.632
O  -3.1762  -1.0251  0.1271  -0.489
S  0.0840  1.0131  0.9729  0.831
S  -2.3299  0.1103  -0.1671  0.919
H  2.2931  0.8427  -0.4245  0.077
H  2.0996  -0.3470  -1.7008  0.088
H  2.4172  -0.8647  0.0162  0.076
H  -1.7673  0.4598  2.2008  0.032

For the frontier orbital gap, the calculation gives 8.50 eV. The value obtained for the LUMO energy is -0.23 eV. The relative energy (zero: lowest compared OMol25 entry of this formula, charge and spin) is 63.5 kcal per mole.

Record order is preserved below.
E_tot: -1022.6782 -1059.6420 Ha